{"formula": "C2H4N2O3", "method": "ωB97M-V/def2-TZVPD", "species": ["O", "H", "C", "C", "N", "O", "H", "O", "H", "H", "N"], "positions_angstrom": [[4.38108, -0.65159, -1.68124], [-0.02797, 0.24801, -1.89188], [0.47529, -0.68832, -0.32637], [3.61158, -0.57043, -2.50003], [0.03134, 0.26662, -0.94571], [-0.74339, 1.62356, -0.62356], [0.48963, -0.16375, 1.74235], [2.83878, -0.36920, -3.34803], [1.08852, -1.58709, 1.20553], [-1.31832, 1.27421, 0.04234], [0.53035, -0.80277, 1.00275]], "relative_energy_ev": 3.862, "gap_ev": 9.29, "charge": 0, "homo_energy_ev": -8.8}